{"formula": "C21H47N5O18", "method": "ωB97M-V/def2-TZVPD", "symbols": ["C", "N", "O", "O", "H", "H", "H", "C", "N", "O", "O", "H", "H", "H", "C", "N", "O", "O", "H", "H", "H", "C", "N", "O", "O", "H", "H", "H", "C", "N", "O", "O", "H", "H", "H", "O", "C", "O", "C", "C", "C", "H", "H", "H", "H", "H", "H", "H", "H", "O", "C", "O", "C", "C", "C", "H", "H", "H", "H", "H", "H", "H", "H", "O", "C", "O", "C", "C", "C", "H", "H", "H", "H", "H", "H", "H", "H", "O", "C", "O", "C", "C", "C", "H", "H", "H", "H", "H", "H", "H", "H"], "positions_angstrom": [[1.90, 3.65, -1.23], [1.56, 2.77, -2.37], [1.12, 1.66, -2.13], [1.85, 3.19, -3.48], [1.96, 3.05, -0.32], [1.14, 4.42, -1.13], [2.83, 4.19, -1.41], [1.96, -3.45, 3.69], [0.66, -3.09, 4.28], [0.17, -3.88, 5.07], [0.08, -2.10, 3.89], [1.75, -4.34, 3.10], [2.65, -3.67, 4.51], [2.34, -2.64, 3.09], [0.95, 0.96, 4.26], [1.73, 1.69, 3.21], [1.16, 2.04, 2.20], [2.87, 2.01, 3.50], [1.69, 0.37, 4.79], [0.14, 0.40, 3.82], [0.57, 1.79, 4.86], [0.31, -0.35, 0.06], [1.44, -1.17, 0.61], [2.53, -0.67, 0.75], [1.18, -2.34, 0.81], [0.51, 0.70, 0.26], [-0.52, -0.67, 0.69], [0.21, -0.56, -1.00], [-3.43, 2.98, 1.68], [-2.31, 2.16, 2.20], [-2.19, 1.02, 1.82], [-1.60, 2.70, 3.01], [-3.78, 3.60, 2.51], [-4.24, 2.35, 1.31], [-3.10, 3.70, 0.95], [-5.21, -1.32, 0.65], [-4.44, -0.76, -0.09], [-4.68, 0.38, -0.73], [-5.92, 1.06, -0.46], [-5.87, 2.32, -1.30], [-3.09, -1.31, -0.40], [-5.91, 1.36, 0.59], [-6.80, 0.44, -0.62], [-6.59, 3.03, -0.89], [-5.93, 2.18, -2.38], [-4.90, 2.80, -1.12], [-3.14, -2.28, -0.88], [-2.59, -1.44, 0.56], [-2.54, -0.64, -1.06], [0.54, -1.65, -4.65], [0.61, -1.70, -3.47], [1.48, -1.06, -2.68], [2.55, -0.32, -3.31], [3.86, -0.72, -2.71], [-0.40, -2.45, -2.62], [2.34, 0.74, -3.18], [2.55, -0.56, -4.38], [4.67, -0.17, -3.20], [4.07, -1.79, -2.71], [3.98, -0.41, -1.66], [-0.37, -3.51, -2.90], [-1.40, -2.10, -2.87], [-0.17, -2.29, -1.57], [-1.48, 3.61, -0.86], [-2.15, 3.37, -1.84], [-3.14, 4.13, -2.31], [-3.43, 5.35, -1.64], [-4.52, 6.10, -2.42], [-1.93, 2.12, -2.68], [-2.59, 6.05, -1.65], [-3.71, 5.21, -0.60], [-4.16, 6.44, -3.39], [-4.94, 6.87, -1.78], [-5.31, 5.37, -2.63], [-1.49, 1.41, -1.99], [-1.21, 2.24, -3.49], [-2.91, 1.81, -3.04], [6.49, -4.42, 0.60], [5.32, -4.21, 0.86], [4.47, -5.08, 1.38], [4.87, -6.42, 1.70], [5.23, -6.43, 3.19], [4.63, -2.92, 0.45], [5.65, -6.83, 1.06], [3.99, -7.04, 1.55], [5.49, -7.42, 3.55], [4.40, -6.00, 3.74], [6.11, -5.81, 3.38], [3.64, -3.22, 0.15], [5.18, -2.47, -0.37], [4.66, -2.13, 1.20]], "mulliken_charge": [-0.742, 0.697, -0.310, -0.544, 0.253, 0.187, 0.345, -0.604, 0.946, -0.570, -0.513, 0.294, 0.355, 0.088, -0.646, 0.939, -0.464, -0.611, 0.331, 0.155, 0.277, 0.412, 1.413, -0.600, -0.671, 0.032, 0.059, -0.834, -0.502, 1.009, -0.414, -0.567, 0.414, -0.042, 0.033, -0.618, 0.292, -0.101, -0.541, -0.598, 0.045, 0.296, 0.361, 0.421, 0.335, -0.114, 0.538, 0.145, -0.382, -0.594, 0.719, -0.082, 0.475, -1.316, -0.755, -0.454, 0.470, 0.462, 0.384, 0.214, 0.439, 0.232, 0.170, -0.567, 0.602, -0.370, 0.058, -1.359, -0.303, 0.456, 0.082, 0.331, 0.403, 0.293, -0.452, 0.335, 0.438, -0.602, 0.433, -0.259, -0.301, -0.964, -0.503, 0.362, 0.269, 0.394, 0.174, 0.291, 0.165, 0.283, 0.263], "smiles": "C[N+](=O)[O-].C[N+](=O)[O-].C[N+](=O)[O-].C[N+](=O)[O-].C[N+](=O)[O-].CCOC(C)=O.CCOC(C)=O.CCOC(C)=O.CCOC(C)=O", "orbital_gap_ha": 0.3684, "multiplicity": 1, "lumo_energy_ev": -0.01}

***

{"formula": "C36H51B2N12O7P2RbS3", "method": "ωB97M-V/def2-TZVPD", "symbols": ["Rb", "C", "C", "C", "C", "N", "N", "B", "N", "N", "C", "C", "C", "C", "C", "S", "C", "C", "C", "C", "N", "N", "C", "C", "C", "C", "C", "S", "C", "C", "C", "C", "C", "S", "C", "C", "C", "C", "H", "H", "H", "H", "H", "H", "H", "H", "H", "H", "H", "H", "H", "H", "H", "H", "H", "H", "H", "H", "H", "H", "H", "H", "H", "H", "H", "H", "H", "H", "H", "H", "H", "H", "H", "H", "H", "H", "H", "C", "C", "N", "N", "C", "B", "N", "C", "C", "C", "N", "N", "C", "C", "C", "N", "H", "H", "H", "H", "H", "H", "H", "H", "H", "H", "O", "P", "O", "O", "O", "P", "O", "O", "O", "H", "H"], "positions_angstrom": [[-0.84, 1.35, 3.54], [-4.10, 0.56, -2.04], [-2.97, -0.37, -1.75], [-3.18, -1.66, -1.42], [-2.09, -2.50, -1.04], [-0.89, -2.04, -0.97], [-0.65, -0.73, -1.28], [0.76, -0.38, -0.95], [1.61, -1.39, -0.23], [2.71, -1.74, -0.94], [3.59, -2.52, -0.41], [3.44, -3.01, 0.92], [2.35, -2.67, 1.65], [2.16, -3.12, 3.06], [1.34, -1.83, 1.05], [-0.03, -1.42, 1.87], [4.77, -2.88, -1.32], [5.90, -3.56, -0.55], [4.25, -3.83, -2.41], [5.31, -1.61, -1.98], [1.60, 0.53, -1.88], [2.00, 0.38, -3.13], [2.74, 1.34, -3.61], [3.11, 2.46, -2.81], [2.69, 2.60, -1.53], [2.99, 3.75, -0.62], [1.85, 1.56, -1.07], [0.91, 1.27, 0.30], [3.20, 1.23, -5.05], [2.60, 2.40, -5.85], [2.73, -0.09, -5.67], [4.73, 1.30, -5.11], [-1.61, 0.14, -1.74], [-1.28, 1.71, -2.20], [-2.32, -3.95, -0.64], [-3.23, -3.97, 0.60], [-0.99, -4.63, -0.29], [-2.99, -4.69, -1.79], [-5.04, 0.02, -2.02], [-4.12, 1.34, -1.27], [-3.96, 1.06, -3.00], [-4.19, -2.05, -1.40], [4.21, -3.63, 1.37], [3.03, -3.68, 3.41], [1.99, -2.26, 3.72], [1.27, -3.73, 3.15], [5.58, -4.51, -0.12], [6.73, -3.76, -1.23], [6.27, -2.92, 0.26], [3.84, -4.75, -1.97], [3.46, -3.35, -2.98], [5.06, -4.11, -3.09], [5.72, -0.93, -1.23], [6.10, -1.86, -2.69], [4.51, -1.08, -2.51], [3.74, 3.23, -3.25], [3.73, 4.42, -1.05], [2.07, 4.30, -0.41], [3.35, 3.38, 0.34], [1.51, 2.40, -5.77], [2.96, 3.36, -5.48], [2.87, 2.31, -6.90], [1.65, -0.16, -5.66], [3.08, -0.15, -6.71], [3.13, -0.94, -5.12], [5.12, 2.24, -4.72], [5.18, 0.48, -4.54], [5.07, 1.20, -6.15], [-2.76, -3.45, 1.44], [-4.19, -3.50, 0.40], [-3.41, -5.00, 0.90], [-0.50, -4.11, 0.53], [-1.19, -5.66, 0.02], [-0.32, -4.64, -1.14], [-3.96, -4.27, -2.05], [-2.36, -4.67, -2.69], [-3.15, -5.74, -1.51], [-2.02, 5.63, -0.53], [-1.13, 4.62, -0.11], [-1.71, 3.78, 0.73], [-2.98, 4.20, 0.86], [-3.19, 5.31, 0.13], [-4.00, 3.55, 1.81], [-4.13, 2.03, 1.55], [-5.29, 1.34, 1.43], [-4.99, 0.00, 1.33], [-3.59, -0.03, 1.40], [-3.08, 1.18, 1.52], [-3.67, 3.85, 3.30], [-4.58, 4.03, 4.28], [-3.91, 4.27, 5.46], [-2.55, 4.23, 5.08], [-2.42, 3.97, 3.78], [-1.85, 6.45, -1.21], [-0.10, 4.47, -0.39], [-4.16, 5.78, 0.12], [-5.09, 4.03, 1.58], [-6.23, 1.86, 1.45], [-5.68, -0.82, 1.26], [-2.91, -0.88, 1.40], [-5.64, 3.95, 4.06], [-4.32, 4.46, 6.43], [-1.66, 4.34, 5.68], [0.65, -0.80, 5.68], [0.35, 0.54, 6.56], [0.97, 0.44, 7.89], [0.59, 1.75, 5.69], [-1.30, 0.40, 6.72], [-2.46, -0.30, 5.85], [-3.21, 0.99, 5.17], [-3.40, -1.01, 6.75], [-1.80, -0.97, 4.67], [-0.17, -1.05, 5.20], [-3.59, 1.55, 5.85]], "mulliken_charge": [0.912, -1.917, 0.314, -0.678, 0.194, -0.851, 0.808, -0.074, 0.660, -0.901, -0.219, -0.582, 0.253, -1.888, 0.178, 0.370, 2.557, -2.353, -1.810, -1.522, 0.820, -1.029, -0.056, -0.068, -0.238, -1.484, 0.523, 0.216, 2.126, -1.787, -1.795, -1.405, 0.894, -0.317, 2.456, -1.726, -1.713, -1.954, 0.362, 0.146, 0.458, 0.243, 0.418, 0.377, 0.394, 0.329, 0.413, 0.434, 0.443, 0.407, 0.313, 0.415, 0.388, 0.480, 0.138, 0.418, 0.413, 0.189, 0.333, 0.389, 0.313, 0.465, 0.376, 0.458, 0.205, 0.327, 0.187, 0.453, 0.286, 0.292, 0.539, 0.066, 0.519, 0.363, 0.301, 0.404, 0.471, -0.986, 0.008, 0.094, 0.361, -0.427, 0.078, 0.552, -0.859, -1.080, -0.524, 0.558, 0.493, -0.107, -1.174, -0.157, -0.727, 0.383, -0.096, 0.443, -0.269, 0.468, 0.456, 0.461, 0.421, 0.397, 0.440, -0.435, 0.743, -0.818, -0.748, -0.318, 0.491, -0.145, -0.820, -0.588, 0.421, 0.176], "orbital_gap_ha": 0.2219, "multiplicity": 1, "charge": -2, "lumo_energy_ev": 3.10}

***

{"formula": "C6H14", "method": "ωB97M-V/def2-TZVPD", "symbols": ["C", "C", "C", "C", "C", "C", "H", "H", "H", "H", "H", "H", "H", "H", "H", "H", "H", "H", "H", "H"], "positions_angstrom": [[-2.35, 0.39, 0.81], [-1.65, 1.44, 0.04], [-0.11, 0.96, 0.01], [1.23, 1.57, -0.02], [-0.19, -0.56, -0.09], [0.86, -1.37, 0.69], [-2.06, 0.41, 1.85], [-1.37, -0.49, 0.47], [-3.15, -0.17, 0.36], [-2.03, 1.21, -0.98], [-1.76, 2.52, 0.10], [0.02, 1.21, 1.10], [1.60, 1.85, -1.03], [1.33, 2.48, 0.56], [2.94, -3.25, -2.86], [3.38, -3.00, -2.33], [-0.30, -0.86, -1.15], [1.75, -1.27, 0.05], [0.71, -2.41, 0.96], [1.14, -0.64, 1.45]], "mulliken_charge": [-0.707, -0.758, 0.110, -1.273, 0.173, -1.223, 0.390, 0.023, 0.417, 0.209, 0.390, 0.183, 0.305, 0.307, 0.026, -0.027, 0.415, 0.338, 0.352, 0.351], "orbital_gap_ha": 0.2100, "multiplicity": 1, "lumo_energy_ev": -1.05}

***

{"formula": "C3H4N2S2", "method": "ωB97M-V/def2-TZVPD", "symbols": ["C", "C", "C", "N", "N", "S", "S", "H", "H", "H", "H"], "positions_angstrom": [[1.55, -0.30, -0.18], [1.06, -1.52, 0.22], [-0.54, 0.01, 0.18], [0.52, 0.55, -0.35], [-0.34, -1.31, 0.51], [-1.86, 2.51, -1.09], [-2.25, 1.00, 0.16], [2.46, 0.17, -0.49], [1.52, -2.45, 0.78], [-1.14, -1.91, 0.67], [-0.98, 3.25, -0.41]], "mulliken_charge": [-0.198, -0.417, 0.307, -0.399, -0.112, -0.155, -0.106, 0.425, 0.257, 0.231, 0.167], "smiles": "SSc1ncc[nH]1", "orbital_gap_ha": 0.3345, "multiplicity": 1, "lumo_energy_ev": 0.43}

***

{"formula": "C5H7N3O", "method": "ωB97M-V/def2-TZVPD", "symbols": ["C", "C", "C", "C", "C", "N", "N", "N", "O", "H", "H", "H", "H", "H", "H", "H"], "positions_angstrom": [[0.04, -0.60, 0.51], [1.41, -0.56, -0.17], [-0.77, 0.43, 0.27], [2.25, -1.73, 0.22], [-2.21, 0.60, 0.51], [1.66, 0.39, -0.93], [-0.82, 2.30, -1.19], [-0.28, 1.36, -0.72], [-0.57, 3.15, -2.01], [-0.29, -1.51, 1.07], [1.61, -2.36, 0.84], [2.56, -2.22, -0.69], [3.09, -1.30, 0.75], [-2.85, 0.44, -0.44], [-2.53, -0.06, 1.23], [-2.32, 1.66, 0.76]], "mulliken_charge": [-0.372, 1.090, 0.369, -0.983, -1.192, -0.638, -0.152, 0.338, -0.528, 0.200, 0.246, 0.310, 0.284, 0.282, 0.386, 0.361], "orbital_gap_ha": [0.2970, 0.3136], "multiplicity": 1, "lumo_energy_ev": [-0.41, -0.08]}

***

{"formula": "C33H46CuOP2Si", "method": "ωB97M-V/def2-TZVPD", "symbols": ["P", "P", "C", "C", "H", "H", "H", "H", "C", "H", "H", "H", "C", "H", "H", "H", "C", "H", "H", "H", "C", "H", "H", "H", "Cu", "C", "C", "C", "C", "C", "C", "C", "C", "C", "H", "H", "H", "H", "H", "H", "H", "H", "H", "H", "H", "H", "H", "H", "H", "O", "Si", "C", "C", "C", "C", "C", "C", "C", "C", "C", "C", "C", "C", "C", "C", "C", "C", "C", "C", "H", "H", "H", "H", "H", "H", "H", "H", "H", "H", "H", "H", "H", "H", "H"], "positions_angstrom": [[-2.32, 0.97, 1.01], [0.95, -0.46, -1.36], [-0.94, 1.31, -0.18], [-0.70, 0.31, -1.33], [-0.02, 1.39, 0.41], [-1.21, 2.30, -0.58], [-1.41, -0.52, -1.21], [-0.87, 0.82, -2.30], [1.93, 1.00, -2.03], [2.97, 0.72, -2.15], [1.90, 1.85, -1.34], [1.57, 1.37, -3.01], [0.73, -1.35, -2.98], [1.28, -0.85, -3.79], [-0.33, -1.41, -3.27], [1.09, -2.37, -2.91], [-2.62, 2.49, 1.94], [-3.13, 2.28, 2.89], [-3.27, 3.16, 1.35], [-1.68, 3.02, 2.16], [-3.86, 0.82, 0.10], [-3.74, 0.13, -0.75], [-4.16, 1.81, -0.27], [-4.66, 0.44, 0.76], [-0.88, 3.54, -2.22], [-0.53, 3.59, -4.21], [0.41, 4.18, -3.35], [0.38, 5.65, -3.02], [-0.93, 6.22, -2.37], [-1.78, 5.22, -1.61], [-2.63, 4.27, -2.13], [-3.04, 4.11, -3.59], [-1.88, 4.12, -4.64], [-1.96, -0.48, 2.00], [-0.26, 2.67, -4.78], [1.35, 3.61, -3.14], [0.66, 6.29, -3.88], [1.14, 5.74, -2.23], [-0.62, 6.96, -1.62], [-1.52, 6.71, -3.16], [-1.89, 5.46, -0.54], [-3.19, 3.65, -1.43], [-3.78, 4.88, -3.89], [-3.56, 3.13, -3.64], [-2.27, 3.48, -5.46], [-1.75, 5.13, -5.04], [-2.00, -1.39, 1.37], [-2.70, -0.58, 2.82], [-0.94, -0.39, 2.42], [1.08, -0.79, 0.58], [1.37, -2.16, 1.48], [2.72, -3.23, 0.75], [3.99, -3.39, 1.33], [4.91, -4.32, 0.82], [4.60, -5.05, -0.33], [3.39, -4.82, -0.98], [2.46, -3.92, -0.43], [1.92, -1.78, 3.24], [2.03, -0.47, 3.71], [2.50, -0.22, 5.01], [2.85, -1.29, 5.85], [2.75, -2.60, 5.38], [2.28, -2.83, 4.08], [-0.14, -3.32, 1.75], [-0.65, -3.71, 3.00], [-1.61, -4.73, 3.12], [-2.16, -5.30, 1.97], [-1.78, -4.82, 0.72], [-0.80, -3.82, 0.63], [4.26, -2.79, 2.20], [5.88, -4.45, 1.31], [5.30, -5.82, -0.70], [3.17, -5.34, -1.91], [1.52, -3.75, -0.96], [1.74, 0.35, 3.04], [2.59, 0.79, 5.39], [3.20, -1.10, 6.86], [3.02, -3.46, 6.01], [2.19, -3.85, 3.70], [-0.31, -3.19, 3.91], [-1.93, -5.05, 4.12], [-2.85, -6.14, 2.06], [-2.25, -5.22, -0.17], [-0.57, -3.41, -0.36]], "mulliken_spin": [-0.019, 0.019, 0.005, -0.059, -0.026, 0.035, 0.001, 0.091, 0.001, 0.000, 0.013, -0.003, -0.001, 0.000, -0.001, 0.000, 0.005, 0.000, -0.002, 0.002, 0.012, -0.002, 0.000, 0.000, 0.171, 0.224, 0.010, 0.143, 0.036, 0.142, 0.128, 0.149, -0.013, -0.001, -0.011, -0.038, -0.013, 0.010, -0.001, 0.009, -0.028, -0.006, -0.012, 0.022, 0.001, 0.009, 0.000, 0.000, 0.001, -0.006, 0.005, 0.002, 0.000, 0.000, 0.000, 0.000, -0.001, -0.002, 0.000, 0.000, 0.000, 0.000, 0.000, 0.000, 0.000, 0.000, 0.000, 0.000, -0.001, 0.000, 0.000, 0.000, 0.000, -0.001, 0.000, 0.000, 0.000, 0.000, 0.000, 0.000, 0.000, 0.000, 0.000, 0.000], "orbital_gap_ha": [0.1582, 0.1565], "multiplicity": 2, "lumo_energy_ev": [-0.06, -0.10]}

***

Computed molecular weight (u) in order:
657.62, 1029.12, 86.18, 132.21, 125.13, 612.31
Computed F_max (eV/A) in order:
1.994, 1.645, 4.655, 3.557, 4.231, 4.794
Computed ΔE to the lowest compared entry with this formula, charge and spin (kcal/mol) in order:
11.72, 23.86, 208.96, 34.91, 142.65, 0.00